Record 1
One molecule with the formula C2H5N at a distorted geometry, computed with ωB97M-V/def2-TZVPD.

Calculated values
- Charge: 0
- Highest occupied orbital energy: -9.73 eV
- E_LUMO: 1.34 eV
- HOMO-LUMO gap: 11.06 eV
- Structure (SMILES): C1CN1
- Relative energy (zero: lowest compared OMol25 entry of this formula, charge and spin): 0.867 eV

Geometry (Å):
C 0.708410 -0.350081 -0.072011
C -0.731834 -0.182850 -0.100085
H 1.239513 -0.588871 -0.988894
H 1.123569 -0.625515 0.886794
H -1.280259 -0.441416 0.857741
H -1.314434 -0.341916 -0.981418
H 0.102246 1.545818 0.613213
N 0.152792 0.984829 -0.215342

Atoms 1-6, force components in eV/Å:
0.97 0.31 -0.36
-1.37 -0.10 0.99
0.11 -0.55 0.40
0.32 -0.17 -0.10
0.71 0.69 -1.14
-0.20 -0.39 -0.40


Record 2
An isolated ion of composition C2H5N2 and charge +1 at a distorted geometry, computed with ωB97M-V/def2-TZVPD.

Calculated values
- Charge: +1
- Highest occupied orbital energy (alpha / beta): -15.34 / -15.29 eV
- E_LUMO (alpha / beta): -7.00 / -6.84 eV
- HOMO-LUMO gap (alpha / beta): 8.34 / 8.45 eV
- Relative energy (zero: lowest compared OMol25 entry of this formula, charge and spin): 3.615 eV

Geometry (Å):
C 0.726206 -0.245588 -0.300506
C 0.642247 1.084109 0.055019
N -1.713505 -1.027834 0.201877
N -0.750639 -1.155413 -0.379050
H 1.047524 -0.470071 -1.314170
H 1.122004 -0.945901 0.440433
H 0.512964 1.403502 1.080538
H 0.622087 1.855149 -0.702326
H -2.208888 -0.497952 0.918184

Atoms 1-6, force components in eV/Å:
2.19 0.49 0.03
-0.42 0.05 0.00
-0.89 -0.67 0.13
-1.10 -0.53 -0.49
-0.05 0.02 0.15
0.05 0.17 -0.05


Record 3
C2H5N2 as an isolated structure at a distorted geometry, computed with ωB97M-V/def2-TZVPD.

Calculated values
- Charge: +1
- Highest occupied orbital energy: -16.04 eV
- E_LUMO: -4.67 eV
- HOMO-LUMO gap: 11.37 eV
- Relative energy (zero: lowest compared OMol25 entry of this formula, charge and spin): 2.020 eV

Geometry (Å):
C -0.319264 -0.810966 0.572168
C 0.429492 0.707222 -0.388429
N -0.144409 -0.570752 -0.724832
N 0.233111 0.329247 0.983250
H -0.830972 -1.486994 1.197328
H 1.397625 0.901652 -0.892086
H -0.333464 1.554138 -0.796935
H -0.449913 -1.393930 -1.805900
H 0.017794 0.770386 1.855436

Atoms 1-6, force components in eV/Å:
0.25 1.35 -1.00
-1.45 3.66 -3.40
-2.09 -5.48 -3.33
0.30 -0.85 0.47
-0.45 -1.23 0.15
-0.18 -0.16 1.15


Record 4
C2H5N2 as an isolated structure at a distorted geometry, computed with ωB97M-V/def2-TZVPD.

Calculated values
- Charge: +1
- Highest occupied orbital energy: -15.93 eV
- E_LUMO: -3.96 eV
- HOMO-LUMO gap: 11.98 eV
- Relative energy (zero: lowest compared OMol25 entry of this formula, charge and spin): 1.035 eV

Geometry (Å):
C 0.763615 0.706740 0.055406
C -0.781272 -0.638205 0.072306
N 0.910435 -0.580236 -0.044256
N -0.561543 0.813569 -0.028626
H 1.573437 1.382301 0.081288
H -1.330394 -1.037965 -0.901126
H -1.230462 -1.134863 0.927419
H 1.804521 -1.209516 0.155830
H -1.148335 1.698178 -0.318242

Atoms 1-6, force components in eV/Å:
-0.73 -0.53 -0.99
0.96 -0.56 -4.01
-0.51 -2.99 1.25
-0.81 2.78 0.58
0.40 1.21 0.09
1.59 0.61 1.94